{"formula": "C5H9OP", "method": "ωB97M-V/def2-TZVPD", "multiplicity": 1, "e_lumo_ev": [0.00, 0.60], "homo_ev": [-7.685, -7.384], "total_energy_ev": -16661.2467, "relative_energy_kj_mol": 544.5, "gap_ev": [7.7, 8.0], "elements": ["C", "C", "C", "C", "C", "O", "P", "H", "H", "H", "H", "H", "H", "H", "H", "H"], "coordinates": [[1.68, 0.49, 0.45], [-0.32, 2.03, -0.85], [0.84, -0.81, 0.56], [-0.50, -0.84, 0.08], [-1.46, -1.75, -0.55], [-0.25, -0.63, 1.43], [0.64, 2.02, 0.58], [2.37, 0.49, 1.28], [2.14, 0.58, -0.55], [-0.03, 1.70, -1.79], [-1.00, 2.96, -0.95], [1.39, -1.69, 0.70], [-2.20, -2.41, 0.04], [-0.97, -2.53, -1.08], [-2.09, -1.12, -1.12], [-0.23, 1.51, 1.78]], "nbo_charge": [-0.726, -0.798, 0.012, 0.301, -0.707, -0.468, 0.599, 0.235, 0.234, 0.202, 0.214, 0.179, 0.232, 0.229, 0.240, 0.021]}

{"formula": "C5H9OP", "method": "ωB97M-V/def2-TZVPD", "multiplicity": 1, "e_lumo_ev": [-1.76, -1.76], "homo_ev": [-9.255, -9.255], "total_energy_ev": -16661.0860, "relative_energy_kj_mol": 560.0, "gap_ev": [7.5, 7.5], "elements": ["C", "C", "C", "C", "C", "O", "P", "H", "H", "H", "H", "H", "H", "H", "H", "H"], "coordinates": [[3.10, 0.61, -0.23], [0.61, -0.39, -0.26], [-1.11, 0.19, 1.40], [-1.66, 0.05, -1.06], [-0.80, -0.52, 0.08], [1.28, -2.04, -0.53], [1.56, 0.98, -0.78], [3.91, 1.30, -0.37], [3.28, -0.27, 0.36], [-0.86, 1.25, 1.33], [-0.53, -0.25, 2.21], [-2.16, 0.09, 1.64], [-2.70, -0.21, -0.89], [-1.34, -0.36, -2.01], [-1.56, 1.14, -1.09], [-1.02, -1.59, 0.19]], "nbo_charge": [-0.672, 0.184, -0.590, -0.585, -0.397, -0.607, 0.642, 0.223, 0.242, 0.205, 0.222, 0.221, 0.224, 0.226, 0.207, 0.256]}

{"formula": "C5H9P", "method": "ωB97M-V/def2-TZVPD", "multiplicity": 1, "e_lumo_ev": 0.66, "homo_ev": -7.725, "total_energy_ev": -14615.0086, "relative_energy_kj_mol": 319.5, "gap_ev": 8.4, "elements": ["C", "C", "C", "C", "C", "P", "H", "H", "H", "H", "H", "H", "H", "H", "H"], "coordinates": [[-0.05, 1.08, -0.66], [0.68, 0.07, -0.22], [-1.49, 1.09, -0.78], [-1.11, -1.39, 0.45], [1.98, -0.52, 0.17], [-2.27, -0.03, 0.41], [0.43, 1.95, -1.14], [-1.73, 2.18, -0.47], [-2.06, 0.93, -1.76], [-1.35, -2.24, -0.27], [-1.00, -1.72, 1.44], [2.00, -1.30, 0.92], [2.62, 0.24, 0.54], [2.30, -0.81, -0.78], [-1.55, 0.70, 1.52]], "nbo_charge": [-0.339, 0.197, -0.741, -0.781, -0.699, 0.579, 0.231, 0.242, 0.246, 0.214, 0.204, 0.242, 0.225, 0.235, -0.054]}

Q: Number 1 is which compound?
A: C5H9OP

Q: multiplicity of number 3 (C5H9P)?
A: 1